[1]
DFT (wB97M-V/def2-TZVPD) results for a structure of composition C22H33N3O7P2Pd at a distorted geometry.

The frontier orbital gap (spin up / spin down) comes out at 3.1578 / 5.4230 eV. As for the spin multiplicity: 5. As for the HOMO energy (spin up / spin down): -3.90 / -7.99 eV. The value obtained for the relative energy (zero: lowest compared OMol25 entry of this formula, charge and spin) is 0.103 eV. The LUMO energy (spin up / spin down) comes out at -0.0273 / -0.0944 hartree. The calculation puts the total energy at -2359.2939 Ha. As for the net charge: 0. The largest force on an atom is 1.83 eV Å⁻¹.

XYZ file:
```
68
C22H33N3O7P2Pd, DFT wB97M-V/def2-TZVPD
Pd -0.01748 -0.04523 0.24446
P 2.96136 0.05034 -0.28127
P -2.31884 0.23636 0.33526
N -0.20892 0.22316 -1.73030
H 1.54836 0.28604 0.09400
C 3.04936 -1.44305 -1.24298
H 4.09630 -1.72891 -1.41665
H 2.55343 -1.30977 -2.20888
H 2.55648 -2.25565 -0.70106
C 3.80319 -0.12782 1.27734
H 4.89550 -0.21493 1.15605
H 3.43228 -1.03104 1.77682
H 3.56358 0.73054 1.92011
C 3.39818 1.50925 -1.21990
H 4.48521 1.64927 -1.19096
H 2.90687 2.38522 -0.77883
H 3.07786 1.40349 -2.26352
C -3.17193 -0.95382 -0.71225
H -4.22922 -0.67536 -0.81345
H -3.08442 -1.94551 -0.24967
H -2.67826 -0.96331 -1.68973
C -2.97998 -0.03288 1.99934
H -4.07380 0.03007 1.98253
H -2.58533 0.71905 2.69070
H -2.67574 -1.03110 2.33426
C -2.82626 1.90020 -0.16286
H -3.88804 2.06709 0.05160
H -2.63553 2.03391 -1.23164
H -2.21760 2.62716 0.38602
C -0.09653 1.28182 -2.50838
C 0.03219 2.02330 -4.84958
C -0.07042 1.00470 -3.92407
C -0.00244 2.66732 -2.09744
C 0.07092 3.67066 -3.05092
C 0.09662 3.36013 -4.41812
H 0.06921 1.77256 -5.91163
H -0.13556 -0.05561 -4.20039
H -0.00562 2.89078 -1.02353
H 0.11460 4.71069 -2.71708
H 0.17340 4.16927 -5.15064
C -0.99956 -3.57781 2.00378
O -2.12370 -3.45758 1.50978
C 0.10578 -4.36624 1.33588
H 0.37668 -5.23629 1.95095
H 0.98792 -3.72799 1.20358
H -0.24906 -4.70324 0.35882
C -0.61874 -2.89689 3.29612
H -1.51029 -2.81339 3.91622
H -0.24350 -1.88830 3.08134
H 0.16250 -3.44422 3.82997
O 0.33901 0.21568 2.34755
C 0.18897 1.50536 2.51628
O 0.13174 2.32539 1.57922
C 0.00552 1.98363 3.94961
C -0.84713 3.06761 4.18056
C -1.12569 3.47268 5.50281
C -0.48905 2.86883 6.59340
C 0.40016 1.81826 6.34858
C 0.63767 1.35771 5.03286
N 1.08486 1.20302 7.45062
O 0.83613 1.62738 8.59970
O 1.89727 0.28102 7.22606
N -2.12711 4.48072 5.71758
O -2.69397 4.96129 4.71352
O -2.39270 4.82999 6.88571
H -1.30998 3.59120 3.34398
H -0.68694 3.20044 7.60958
H 1.31641 0.52348 4.87360
```


[2]
DFT (wB97M-V/def2-TZVPD) results for the molecule C22H33N5O2.

The frontier orbital gap comes out at 9.2077 eV. As for the structure (SMILES): COc1ccc(CN2CCN(CC=C(C)C)[C@H](CCO)C2)cc1Cn1cncn1. As for the HOMO energy: -8.59 eV. The value obtained for the relative energy (zero: lowest compared OMol25 entry of this formula, charge and spin) is 2.298 eV. The LUMO energy comes out at 0.0228 hartree. The calculation puts the total energy at -1282.3392 Ha. As for the net charge: 0. The largest force on an atom is 0.92 eV Å⁻¹.

XYZ file:
```
62
C22H33N5O2, DFT wB97M-V/def2-TZVPD
C 6.54804 0.01201 0.92417
H 7.17400 -0.74596 1.39253
O 5.34386 -0.63967 0.59920
C 4.35828 0.07949 -0.01593
C 4.44675 1.42631 -0.34347
C 3.37887 2.07609 -0.94334
C 2.21694 1.39252 -1.25473
C 2.14478 0.03894 -0.95055
C 3.18063 -0.61918 -0.31838
C 3.03945 -2.07298 0.06683
N 1.67546 -2.39140 0.38564
C 0.91083 -1.92570 1.38713
N -0.31515 -2.38236 1.27212
C -0.25863 -3.13650 0.15631
N 0.92544 -3.16176 -0.40712
H -1.10048 -3.66673 -0.23681
H 1.26897 -1.27763 2.16005
H 3.68560 -2.28750 0.92298
H 3.32980 -2.72244 -0.76410
H 1.23724 -0.48858 -1.19966
C 1.02137 2.05812 -1.88154
N -0.19619 1.48630 -1.33874
C -1.39118 1.81092 -2.08336
C -2.54342 0.98568 -1.52321
N -2.76745 1.27562 -0.11438
C -3.95602 0.55640 0.36497
C -3.82694 -0.94066 0.38931
C -4.41560 -1.82220 -0.41084
C -5.35892 -1.49857 -1.53134
H -4.93016 -1.82526 -2.47906
H -5.57681 -0.43808 -1.60232
H -6.29688 -2.03559 -1.39197
C -4.17891 -3.29526 -0.23581
H -5.11709 -3.80284 -0.01126
H -3.47845 -3.48612 0.57267
H -3.78492 -3.72667 -1.15629
H -3.15657 -1.31789 1.15156
H -4.78087 0.87225 -0.27714
H -4.17978 0.91302 1.37296
C -1.54076 1.00728 0.64477
C -0.40772 1.84926 0.04737
H 0.51081 1.65753 0.60666
H -0.65219 2.92273 0.12940
C -1.68527 1.29939 2.14620
H -2.45055 0.65034 2.57074
H -0.74006 1.04427 2.62923
C -2.01556 2.75905 2.47844
O -3.17203 3.23926 1.84534
H -3.14232 2.92825 0.92422
H -2.19343 2.85534 3.55439
H -1.15395 3.39790 2.22762
H -1.24841 -0.05166 0.53562
H -3.45859 1.22578 -2.07015
H -2.31389 -0.08163 -1.67506
H -1.24178 1.55391 -3.13496
H -1.63825 2.88676 -2.01590
H 1.02731 1.86465 -2.96000
H 1.07615 3.15232 -1.73613
H 3.46283 3.12985 -1.16625
H 5.33953 1.98863 -0.12092
H 7.05136 0.39387 0.03062
H 6.38470 0.83263 1.62999
```


[3]
DFT (wB97M-V/def2-TZVPD) results for the molecule C22H33N5O2.

The frontier orbital gap comes out at 8.3672 eV. As for the structure (SMILES): COc1ccc(CN2CCN(CC=C(C)C)[C@H](CCO)C2)cc1Cn1cncn1. As for the HOMO energy: -7.76 eV. The value obtained for the relative energy (zero: lowest compared OMol25 entry of this formula, charge and spin) is 2.506 eV. The LUMO energy comes out at 0.0222 hartree. The calculation puts the total energy at -1282.3315 Ha. As for the net charge: 0. The largest force on an atom is 0.89 eV Å⁻¹.

XYZ file:
```
62
C22H33N5O2, DFT wB97M-V/def2-TZVPD
C -4.31398 -2.10885 2.37366
H -3.58326 -1.68926 3.07205
O -4.14506 -1.58711 1.07769
C -2.95982 -1.80769 0.43482
C -1.89444 -2.52441 0.96408
C -0.72754 -2.68074 0.23555
C -0.58434 -2.12172 -1.02612
C -1.66158 -1.41876 -1.55373
C -2.84507 -1.26876 -0.85459
C -3.99979 -0.50382 -1.45343
N -3.95182 0.88658 -1.07790
C -4.36373 1.47944 0.05458
N -4.10430 2.76583 0.01227
C -3.51593 2.92222 -1.18935
N -3.40275 1.80909 -1.87512
H -3.17326 3.86762 -1.55611
H -4.83740 0.95599 0.85866
H -4.94551 -0.92462 -1.10302
H -3.95048 -0.54074 -2.54353
H -1.58317 -0.98051 -2.53819
C 0.72529 -2.19509 -1.77265
N 1.68022 -1.15535 -1.40850
C 1.16473 0.18654 -1.61506
C 2.29785 1.19672 -1.40666
N 2.96849 1.08196 -0.13115
C 2.42053 1.86056 0.96980
C 1.14466 1.34744 1.58346
C -0.09536 1.76951 1.35897
C -0.47261 2.89538 0.44379
H -0.82037 2.50257 -0.51314
H 0.36080 3.56500 0.25235
H -1.29136 3.46755 0.87680
C -1.27033 1.09935 2.01124
H -1.82896 1.81411 2.61475
H -0.95575 0.27206 2.64396
H -1.94734 0.71522 1.24767
H 1.28469 0.52543 2.27612
H 2.29090 2.87972 0.59970
H 3.19580 1.88358 1.74411
C 3.33215 -0.28651 0.18373
C 2.18258 -1.28176 -0.05396
H 1.38659 -1.09645 0.68643
H 2.55390 -2.30117 0.08437
C 4.57565 -0.69770 -0.62094
H 4.83237 -1.73075 -0.37055
H 4.35473 -0.65708 -1.68546
C 5.76228 0.21153 -0.30354
O 6.22058 0.06973 1.02201
H 6.45249 -0.85461 1.16776
H 6.58227 0.01381 -1.01014
H 5.45531 1.25448 -0.39671
H 3.60343 -0.31754 1.24471
H 3.04586 1.04045 -2.19131
H 1.90646 2.20959 -1.51032
H 0.33526 0.41061 -0.92627
H 0.79722 0.26552 -2.64122
H 0.54252 -2.09862 -2.84697
H 1.20932 -3.15861 -1.58941
H 0.08030 -3.25660 0.66270
H -1.96112 -2.96649 1.94546
H -5.31590 -1.81303 2.68152
H -4.24291 -3.20087 2.38029
```